1.
An isolated ion of composition C5H12N and charge +1 in a non-equilibrium geometry. Source: the OMol25 dataset; level of theory: the ωB97M-V functional and the def2-TZVPD basis.

XYZ file:
```
18
C5H12N | the OMol25 dataset | the ωB97M-V functional and the def2-TZVPD basis
C -1.37 0.62 -0.23
C -0.24 0.89 -1.23
C 1.22 0.13 -0.91
C 1.52 -0.96 1.33
C 1.50 0.16 0.59
N -1.59 -0.67 0.46
H -1.35 1.37 0.66
H -2.26 1.00 -0.67
H -0.02 1.93 -1.13
H -0.30 0.52 -2.33
H 1.15 -0.92 -1.28
H 2.09 0.72 -1.49
H 1.40 -2.01 0.91
H 1.58 -0.95 2.39
H 1.38 1.15 1.16
H -2.49 -1.00 0.10
H -1.32 -0.64 1.57
H -0.89 -1.33 0.11
```

Results
HOMO energy   -0.504 Eh
Total charge   +1
Energy   -252.127008 a.u.
Max |F|   0.0865 hartree/bohr
Energy above the lowest of the compared OMol25 structures with the same formula, charge and spin   2.833 eV
Gap between HOMO and LUMO   9.79 eV

List of natural (NBO) charges in e, atom by atom: -0.270, -0.429, -0.449, -0.433, -0.197, -0.709, 0.231, 0.247, 0.248, 0.251, 0.210, 0.263, 0.195, 0.217, 0.222, 0.458, 0.497, 0.450

2.
A 2-piece molecular cluster, C19H18IN2O3 overall in a non-equilibrium geometry. Source: the OMol25 dataset; level of theory: the ωB97M-V functional and the def2-TZVPD basis.

XYZ file:
```
43
C19H18IN2O3 | the OMol25 dataset | the ωB97M-V functional and the def2-TZVPD basis
C -1.71 0.36 -2.01
C -2.27 1.63 -2.08
C -3.61 1.98 -2.20
C -4.73 1.16 -2.29
C -4.78 -0.23 -2.31
C -3.71 -1.12 -2.23
C -2.35 -0.87 -2.08
H -0.60 0.32 -2.01
H -1.57 2.47 -2.06
H -3.82 3.06 -2.23
H -5.70 1.67 -2.37
H -5.78 -0.68 -2.40
H -3.99 -2.18 -2.27
H -1.71 -1.75 -2.07
C -2.07 -0.45 3.21
N -1.17 -0.68 2.11
C -0.76 0.44 1.35
O -1.20 1.55 1.66
C 0.11 0.17 0.23
I 1.17 1.83 -0.50
C 3.28 1.63 0.02
C 4.23 1.47 -0.99
C 5.59 1.41 -0.63
C 5.96 1.50 0.72
C 4.99 1.64 1.71
C 3.63 1.71 1.36
C 0.75 -1.12 0.10
O 1.67 -1.40 -0.68
N 0.20 -2.16 0.88
C 0.74 -3.49 0.71
C -0.75 -1.99 1.90
O -1.17 -2.94 2.57
H -2.34 -1.42 3.61
H -1.59 0.16 3.97
H -2.96 0.07 2.85
H 3.92 1.39 -2.03
H 6.35 1.29 -1.40
H 7.02 1.47 0.99
H 5.27 1.71 2.76
H 2.86 1.82 2.13
H 0.19 -4.15 1.36
H 0.62 -3.78 -0.34
H 1.81 -3.49 0.96
```

Results
HOMO energy   -0.416 Eh
Total charge   +1
Energy   -1367.420394 a.u.
Max |F|   0.0336 hartree/bohr
Gap between HOMO and LUMO   6.18 eV

List of natural (NBO) charges in e, atom by atom: -0.126, -0.118, -0.113, -0.122, -0.118, -0.139, -0.056, 0.259, 0.238, 0.249, 0.250, 0.251, 0.249, 0.243, -0.416, -0.465, 0.600, -0.648, -0.551, 0.870, -0.115, -0.238, -0.188, -0.173, -0.188, -0.246, 0.603, -0.642, -0.471, -0.416, 0.802, -0.614, 0.252, 0.215, 0.210, 0.239, 0.239, 0.237, 0.239, 0.241, 0.252, 0.207, 0.218

3.
C26H33N8SSeTeTl as an isolated structure in a non-equilibrium geometry. Source: the OMol25 dataset; level of theory: the ωB97M-V functional and the def2-TZVPD basis.

XYZ file:
```
71
C26H33N8SSeTeTl | the OMol25 dataset | the ωB97M-V functional and the def2-TZVPD basis
Tl 0.67 0.26 -0.21
C 1.01 2.88 2.41
C -0.48 2.55 2.28
N -0.81 1.19 1.80
C -0.98 0.16 2.88
C 0.17 -0.84 2.99
N 0.50 -1.51 1.70
C 1.78 -2.26 1.72
C 3.06 -1.54 2.15
C 4.07 -1.19 1.00
N 3.59 -0.35 -0.05
C 4.23 0.93 -0.27
C 3.67 2.01 0.64
N 2.38 2.52 0.31
C 1.73 3.48 1.21
H 1.19 3.53 3.26
H 1.60 2.00 2.72
H -0.94 2.74 3.26
H -0.94 3.25 1.55
H -1.74 1.27 1.39
H -1.02 0.60 3.85
H -1.91 -0.39 2.71
H 1.08 -0.30 3.36
H -0.06 -1.53 3.79
H -0.23 -2.20 1.48
H 1.69 -3.13 2.39
H 1.93 -2.60 0.68
H 2.94 -0.56 2.69
H 3.73 -2.16 2.74
H 4.96 -0.80 1.52
H 4.47 -2.13 0.61
H 3.58 -0.88 -0.92
H 5.32 0.87 -0.04
H 4.17 1.19 -1.32
H 3.68 1.53 1.68
H 4.47 2.79 0.58
H 2.43 2.97 -0.62
H 2.53 4.18 1.52
H 1.09 4.12 0.57
Se -2.85 -1.13 -8.18
N -2.13 0.40 -7.42
C -2.05 0.18 -6.12
C -1.54 1.18 -5.17
C -1.47 2.50 -5.67
C -1.21 3.49 -4.78
C -1.12 3.12 -3.44
N -1.21 1.89 -2.91
C -1.54 0.90 -3.78
C -1.79 -0.49 -3.33
N -1.65 -0.72 -2.01
C -2.10 -1.93 -1.60
C -2.64 -2.97 -2.39
C -2.72 -2.75 -3.82
C -2.34 -1.47 -4.24
C -2.50 -1.13 -5.66
N -2.88 -1.98 -6.61
H -1.71 2.67 -6.69
H -1.09 4.49 -4.99
H -1.01 3.93 -2.74
H -2.03 -2.17 -0.49
H -3.04 -3.87 -1.95
H -3.16 -3.38 -4.54
Te -1.82 -4.42 1.52
C -2.20 -3.32 3.34
C -3.07 -2.27 3.58
C -3.08 -1.84 4.90
C -2.19 -2.61 5.68
S -1.30 -3.79 4.81
H -3.63 -1.90 2.70
H -3.60 -0.91 5.27
H -1.95 -2.35 6.72
```

Results
HOMO energy (spin up / spin down)   -0.462 / -0.463 Eh
Total charge   +2
Energy   -4688.052733 a.u.
Max |F|   0.0743 hartree/bohr
Energy above the lowest of the compared OMol25 structures with the same formula, charge and spin   0.531 eV
Gap between HOMO and LUMO (spin up / spin down)   2.71 / 2.97 eV

List of Mulliken charges in e, atom by atom: 0.860, -0.041, -0.902, -0.099, -0.701, -0.350, 0.423, -1.028, -0.007, -1.397, 0.069, -1.209, -0.458, -0.033, -1.018, 0.487, -0.080, 0.313, 0.486, 0.293, 0.253, 0.031, 0.386, 0.044, -0.473, 0.462, 0.536, 0.153, 0.280, 0.382, 0.463, 0.339, 0.381, 0.482, 0.244, 0.336, 0.295, 0.328, 0.430, 0.281, -0.833, 0.855, 0.337, -0.505, -0.770, -0.148, -0.335, -0.067, 0.048, -0.270, 0.569, -0.699, -0.785, 0.396, 0.663, -0.778, 0.502, 0.521, 0.433, -0.398, 0.389, 0.600, 0.652, 0.030, -0.291, -0.323, -0.311, -0.059, 0.507, 0.413, 0.416

4.
C3H2FInLiO2 as an isolated structure in a non-equilibrium geometry. Source: the OMol25 dataset; level of theory: the ωB97M-V functional and the def2-TZVPD basis.

XYZ file:
```
10
C3H2FInLiO2 | the OMol25 dataset | the ωB97M-V functional and the def2-TZVPD basis
C 0.58 -1.31 -2.00
C 0.44 -1.15 -0.69
H -0.25 -1.08 -2.66
H 1.52 -1.70 -2.40
F 1.40 -1.50 0.15
O 0.23 1.23 0.59
C -0.64 0.40 0.82
O -0.68 -0.64 -0.11
In -2.41 0.68 1.78
Li 0.60 1.83 -1.35
```

Results
HOMO energy (spin up / spin down)   -0.939 / -0.859 Eh
Total charge   +3
Energy   -562.139049 a.u.
Max |F|   0.1203 hartree/bohr
Gap between HOMO and LUMO (spin up / spin down)   9.15 / 5.85 eV

List of Mulliken charges in e, atom by atom: -0.437, 0.695, 0.395, 0.364, -0.058, -0.526, 0.960, -0.184, 0.817, 0.975

Question: Number 2 is which compound?
Answer: C19H18IN2O3

Question: Among the records above, which one has the highest total charge?
Answer: C3H2FInLiO2